No. 1
The following is a DFT calculation (ωB97M-V/def2-TZVPD) of one molecule with the formula F8Si3.

```
11
Properties=species:S:1:pos:R:3:forces:R:3
F -1.69213 1.36526 -2.75046 0.55 -0.50 -0.24
Si -1.02716 1.72059 -1.37231 1.06 1.19 1.59
F -0.03435 2.96373 -1.62657 -0.75 -0.72 0.00
F -2.26650 2.02434 -0.47908 -1.32 0.90 0.50
Si 0.03330 0.15414 0.20127 -1.37 1.22 1.25
F 1.23494 0.20410 -0.70642 5.05 0.31 -2.50
F -0.84631 -0.81114 -0.61686 -2.62 -3.05 -1.11
Si 0.99019 -1.52471 1.63176 0.37 -1.73 -1.15
F -0.16606 -2.55692 1.98740 0.09 0.35 0.08
F 2.06669 -2.47713 0.79712 -1.43 1.74 0.94
F 1.70738 -1.06226 2.93415 0.37 0.30 0.65
```
Positions in Å, forces in eV/Å.

Output
* total energy: -1667.85997 a.u.
* SMILES: F[Si](F)(F)[Si](F)(F)[Si](F)(F)F
* highest occupied orbital energy: -0.3836 hartree
* ΔE to the lowest compared entry with this formula, charge and spin: 44.7 kcal per mole
* LUMO level: -0.0781 Eh

Atom charges from the Löwdin analysis, given in e for atoms 1 to 8: atom 1 (F): -0.050, atom 2 (Si): 0.285, atom 3 (F): -0.110, atom 4 (F): -0.102, atom 5 (Si): 0.351, atom 6 (F): -0.173, atom 7 (F): -0.180, atom 8 (Si): 0.297

---

No. 2
The following is a DFT calculation (ωB97M-V/def2-TZVPD) of C7H13BN4Tc as an isolated structure.

```
26
Properties=species:S:1:pos:R:3:forces:R:3
Tc -0.10582 0.15113 -0.16958 0.04 0.43 -0.45
C 0.17095 0.10757 -2.61240 -0.26 0.11 -0.41
H 1.03165 -0.35503 -3.11748 -0.19 0.23 0.44
H -0.47401 -0.71037 -2.21765 0.17 0.10 0.04
H -0.44826 0.64534 -3.35179 0.34 -0.06 0.52
H 0.56063 0.85444 -1.84770 -0.11 -0.07 -1.00
H -1.18643 -1.09523 -0.22840 0.98 -0.32 0.22
B 2.02077 -0.98083 2.48867 0.70 0.35 0.09
N 2.55702 0.06139 1.45117 -0.85 0.91 -1.25
C 3.66247 0.81143 1.55019 -0.72 -0.29 -0.19
C 3.64920 1.78789 0.55979 -0.72 0.42 -0.81
C 2.46647 1.61123 -0.16449 0.89 -0.63 0.80
N 1.80391 0.54130 0.35537 0.59 -1.33 1.52
N 0.55609 -0.51956 2.83384 -0.92 0.90 1.04
C 0.01539 -0.19564 4.01781 1.31 -0.87 -0.89
C -1.25279 0.34568 3.81992 -0.31 0.09 1.16
C -1.47656 0.33508 2.43404 2.28 -1.40 -2.20
N -0.38174 -0.18656 1.82684 -2.50 1.41 1.21
H 2.69351 -0.82003 3.48454 -0.37 -0.21 -0.18
H 2.09450 -2.11338 2.07374 -0.49 0.05 0.05
H 4.39149 0.61814 2.32879 -0.13 0.01 -0.15
H 4.38249 2.54970 0.37524 0.15 0.04 0.03
H 2.04384 2.14775 -1.00392 0.32 0.09 0.04
H 0.56803 -0.33698 4.93335 0.01 -0.05 0.02
H -1.92335 0.72510 4.56640 -0.11 0.09 0.25
H -2.32987 0.65116 1.85279 -0.10 0.02 0.11
```
Positions in Å, forces in eV/Å.

Output
* total energy: -598.39350 a.u.
* multiplicity: 4
* highest occupied orbital energy (spin up / spin down): -0.6188 / -0.6173 hartree
* ΔE to the lowest compared entry with this formula, charge and spin: 0.0 kcal per mole
* total charge: +2
* LUMO level (spin up / spin down): -0.3592 / -0.4465 Eh

Atom charges from the Löwdin analysis, given in e for atoms 1 to 8: atom 1 (Tc): 1.236, atom 2 (C): -0.048, atom 3 (H): 0.084, atom 4 (H): 0.014, atom 5 (H): 0.082, atom 6 (H): -0.031, atom 7 (H): 0.056, atom 8 (B): -0.312

---

No. 3
The following is a DFT calculation (ωB97M-V/def2-TZVPD) of C34H48GeMgN5OSe2 as an isolated structure.

```
92
Properties=species:S:1:pos:R:3:forces:R:3
Mg -0.16430 0.65710 -0.67900 0.69 -0.67 -0.21
C -4.15430 1.96830 0.24050 0.20 0.06 -0.02
C -2.92900 1.18600 -0.10900 -0.11 1.22 0.23
N -1.77180 1.72960 -0.25710 -0.63 -1.15 -0.14
N -1.53320 3.01520 -0.10820 -0.48 1.44 0.66
C -0.28750 3.31030 -0.47190 -0.75 0.13 0.03
O 0.46610 2.48710 -1.06580 0.62 0.10 -0.30
C 0.14720 4.66350 -0.09330 0.17 0.33 -0.01
C 1.45440 4.89080 0.32870 -0.16 -0.12 -0.07
C 1.83190 6.14810 0.76240 0.10 0.06 0.03
C 0.91500 7.18540 0.77260 -0.04 0.01 0.01
C -0.39110 6.95990 0.36360 0.02 0.10 0.01
C -0.77880 5.70600 -0.06520 0.12 -0.13 -0.04
C -2.96100 -0.24350 -0.35740 -0.71 -0.81 0.00
C -4.14540 -0.97840 -0.22540 0.38 0.33 0.00
C -4.16260 -2.31380 -0.57450 0.34 -0.08 -0.07
C -2.98840 -2.89080 -1.03920 -0.13 0.13 0.06
C -1.84680 -2.10780 -1.09600 0.04 -0.61 -0.23
N -1.82040 -0.82550 -0.76790 0.39 0.32 0.00
H -3.86660 3.00960 0.35770 -0.05 0.00 0.03
H -4.59140 1.61670 1.17380 -0.06 -0.05 0.06
H -4.90880 1.89780 -0.54170 -0.06 -0.06 -0.04
H 2.15100 4.06780 0.36980 0.07 -0.08 -0.07
H 2.83960 6.32030 1.10900 0.10 -0.01 0.03
H 1.21370 8.16540 1.11300 0.02 0.08 0.03
H -1.10990 7.76380 0.39510 -0.07 0.09 -0.05
H -1.79140 5.51610 -0.38320 -0.09 0.00 0.01
H -5.03570 -0.49860 0.14390 -0.09 0.11 0.00
H -5.07240 -2.88780 -0.48580 -0.06 -0.07 -0.02
H -2.94960 -3.92150 -1.35050 0.04 -0.12 0.01
H -0.90530 -2.54230 -1.40470 -0.01 0.00 -0.02
C 4.64450 -3.36730 -4.19890 0.08 0.20 0.14
C 4.74690 -2.43710 -2.99560 -0.13 -0.21 0.00
C 3.54960 -2.48950 -2.04790 0.13 0.22 -0.12
C 2.27010 -1.86770 -2.61840 0.01 -0.72 0.38
N 2.44750 -0.46640 -2.91290 0.01 0.72 0.20
C 2.62850 0.48910 -1.97270 0.04 0.10 -0.03
Se 2.33930 0.24640 -0.15770 0.07 -0.53 0.63
N 2.96760 1.64390 -2.56880 -0.28 -0.67 0.07
C 3.44600 2.83120 -1.91150 0.39 0.75 0.31
C 4.92540 3.06400 -2.23520 -0.05 -0.32 0.01
C 5.84530 2.02040 -1.59900 -0.02 0.25 0.07
C 5.92590 2.12050 -0.08000 -0.06 -0.14 -0.16
C 2.93620 1.46150 -3.93250 -0.09 -0.61 -0.61
C 3.12280 2.34550 -4.98700 -0.01 -0.02 0.07
C 3.01140 1.83580 -6.26480 0.05 0.12 0.03
C 2.71730 0.49220 -6.48790 -0.04 -0.16 0.00
C 2.50700 -0.38840 -5.44550 -0.03 -0.08 0.06
C 2.61890 0.10930 -4.15520 0.22 0.74 -0.44
H 5.56210 -3.31130 -4.77830 0.04 -0.06 -0.15
H 3.82280 -3.09410 -4.85480 -0.14 -0.01 -0.14
H 4.50810 -4.40050 -3.88700 -0.04 -0.12 0.04
H 4.88680 -1.40840 -3.34010 0.12 0.03 0.03
H 5.63860 -2.71420 -2.43200 0.04 0.13 0.06
H 3.80460 -1.95620 -1.12760 -0.12 -0.12 -0.02
H 3.32740 -3.52100 -1.76950 -0.02 -0.09 0.01
H 1.47830 -1.97400 -1.86510 0.05 0.03 -0.27
H 1.96280 -2.37020 -3.53490 -0.06 0.07 0.01
H 3.32510 2.67730 -0.83750 -0.17 0.07 -0.21
H 2.83090 3.68150 -2.21880 -0.01 -0.13 0.08
H 5.19540 4.06200 -1.88900 0.01 0.06 0.01
H 5.06850 3.03750 -3.31670 0.00 0.16 -0.01
H 6.84630 2.15220 -2.01210 -0.01 -0.07 -0.09
H 5.50850 1.01830 -1.87940 0.08 -0.08 -0.09
H 6.10930 3.14650 0.23100 0.03 0.11 0.07
H 6.74390 1.50590 0.28490 0.05 -0.06 0.14
H 5.01090 1.76700 0.39330 -0.05 0.04 0.10
H 3.33030 3.38920 -4.81790 0.05 0.12 0.02
H 3.15370 2.49030 -7.11010 0.00 0.08 -0.07
H 2.64210 0.12800 -7.49990 -0.02 -0.02 -0.11
H 2.25190 -1.41630 -5.64060 -0.01 -0.17 0.00
C -1.30680 -6.61770 -0.96970 0.52 0.14 -0.05
Ge 0.61030 -6.17320 -1.27630 0.10 0.13 0.16
C 0.72400 -5.06330 -2.92790 0.01 -0.33 0.52
C 1.66080 -7.84890 -1.42840 -0.32 0.47 0.00
C 1.45210 -5.18170 0.26930 -0.39 -0.10 -0.41
Se 1.00440 -3.29870 0.60310 0.13 -0.12 -0.04
C -0.41500 -3.53710 1.91450 0.07 -0.13 -0.23
H -1.45560 -7.68530 -1.10140 0.02 -0.14 -0.01
H -1.93460 -6.11050 -1.69620 -0.07 0.10 -0.10
H -1.64430 -6.35650 0.02800 0.00 0.08 0.16
H 0.29510 -5.60420 -3.76570 -0.07 -0.13 -0.10
H 1.75490 -4.82610 -3.17200 0.18 0.02 -0.03
H 0.16950 -4.13470 -2.81340 -0.06 0.10 0.09
H 1.32600 -8.44570 -2.27180 -0.06 -0.04 -0.12
H 1.52300 -8.43780 -0.52530 -0.01 -0.05 0.11
H 2.72230 -7.65010 -1.54780 0.09 0.08 -0.01
H 2.53180 -5.18320 0.11820 0.02 -0.06 0.02
H 1.25640 -5.69620 1.20920 0.05 -0.13 -0.01
H -1.30150 -3.95300 1.43990 -0.03 0.01 0.10
H -0.63600 -2.55370 2.32710 -0.01 -0.06 0.01
H -0.04960 -4.19470 2.69950 -0.08 0.04 0.05
```
Positions in Å, forces in eV/Å.

Output
* total energy: -8753.20607 a.u.
* highest occupied orbital energy: -0.3798 hartree
* total charge: +1
* LUMO level: -0.1171 Eh

Atom charges from the Löwdin analysis, given in e for atoms 1 to 8: atom 1 (Mg): 0.668, atom 2 (C): -0.006, atom 3 (C): -0.245, atom 4 (N): -0.054, atom 5 (N): 0.080, atom 6 (C): -0.427, atom 7 (O): -0.133, atom 8 (C): -0.144

---

No. 4
The following is a DFT calculation (ωB97M-V/def2-TZVPD) of one molecule with the formula C3H7FSi.

```
12
Properties=species:S:1:pos:R:3:forces:R:3
C -2.44472 -0.62953 0.07661 -1.75 -0.95 0.00
C -1.15524 -0.80378 0.23788 2.17 4.18 0.27
Si 0.40564 0.91682 0.43655 -1.76 -0.44 -0.22
C 1.85587 0.09135 -0.39922 2.08 1.34 1.10
F 2.25516 -1.06855 0.25091 0.65 -0.45 1.46
H -3.10898 -1.46167 -0.42332 1.20 1.77 1.15
H -2.91284 0.27022 0.53955 0.03 -0.89 -0.80
H -0.51144 -1.51937 -0.15860 0.48 -1.67 -0.54
H 0.83255 1.54378 1.82472 -0.54 -0.82 -1.29
H 0.25468 2.10937 -0.58795 -0.36 -0.99 1.05
H 1.81146 -0.33071 -1.34411 -1.04 0.32 -2.52
H 2.71787 0.88207 -0.45301 -1.16 -1.42 0.35
```
Positions in Å, forces in eV/Å.

Output
* total energy: -507.73025 a.u.
* SMILES: C=C[SiH2]CF
* highest occupied orbital energy: -0.3548 hartree
* ΔE to the lowest compared entry with this formula, charge and spin: 35.3 kcal per mole
* LUMO level: 0.0280 Eh

Atom charges from the Löwdin analysis, given in e for atoms 1 to 8: atom 1 (C): -0.141, atom 2 (C): -0.208, atom 3 (Si): 0.747, atom 4 (C): -0.433, atom 5 (F): -0.143, atom 6 (H): 0.090, atom 7 (H): 0.050, atom 8 (H): -0.014

---

No. 5
The following is a DFT calculation (ωB97M-V/def2-TZVPD) of a 2-piece molecular cluster, C13H19B3FO6 overall.

```
42
Properties=species:S:1:pos:R:3:forces:R:3
C 1.43212 1.98738 0.66702 0.11 -0.55 -0.51
C 2.15210 2.43683 -0.56917 0.46 0.14 0.48
F 1.25919 2.48487 -1.63369 -0.22 0.17 -0.49
C 3.33614 1.56019 -0.95581 -0.51 -0.10 -0.31
B 2.99959 0.21289 -1.67894 -0.51 0.17 -0.94
O 4.01849 -0.57092 -2.23631 0.73 0.50 0.92
B 3.99399 -1.83273 -1.69357 -0.07 -0.26 -0.73
O 2.79509 -2.50278 -1.71872 0.10 0.06 0.98
B 1.75319 -1.67629 -1.25290 -0.28 0.01 -0.68
C 0.72810 -2.18767 -0.21226 -0.36 0.10 -0.53
C -0.66139 -2.48700 -0.83440 0.15 -0.16 0.56
C -1.79589 -2.10764 0.12717 -0.05 -0.03 -0.48
C -2.57281 -0.86143 -0.18568 -0.33 0.88 0.10
C -2.82507 -0.40959 -1.48626 -0.23 0.23 0.63
C -3.58725 0.73713 -1.71328 -0.08 -0.10 0.74
C -4.11618 1.46032 -0.63879 0.52 -0.61 -0.05
C -3.85555 1.03207 0.66456 0.19 -0.49 -0.54
C -3.09493 -0.11481 0.88660 -0.13 0.08 -0.72
O 1.73781 -0.35264 -1.71857 0.29 -0.36 1.06
H 2.10057 1.96748 1.51477 0.08 0.17 0.37
H 1.09687 0.97500 0.51176 -0.26 -0.40 0.13
H 0.55212 2.57294 0.87838 -0.15 0.32 0.14
H 2.52844 3.44601 -0.42674 -0.06 0.39 -0.10
H 4.05667 2.13250 -1.52757 0.27 0.06 -0.24
H 3.84890 1.26071 -0.04600 0.25 -0.05 0.31
H 4.94574 -2.27578 -1.12602 0.10 -0.19 -0.32
H 1.09513 -3.07215 0.28667 0.15 -0.32 0.17
H 0.58053 -1.43433 0.55099 0.09 0.44 0.26
H -0.76426 -2.01911 -1.80426 -0.13 0.23 -0.21
H -0.71631 -3.55460 -1.00061 0.02 -0.32 -0.27
H -1.37250 -1.98814 1.11154 0.05 0.03 0.47
H -2.50518 -2.92897 0.18042 -0.21 -0.23 0.03
H -2.42985 -0.95061 -2.32497 0.10 -0.15 -0.30
H -3.78146 1.05602 -2.72138 -0.01 0.11 -0.28
H -4.70006 2.34468 -0.82171 -0.15 0.23 -0.02
H -4.24098 1.56957 1.51130 -0.08 0.21 0.20
H -2.89079 -0.43140 1.89319 0.18 0.01 0.29
C -0.43538 0.63950 3.62080 -0.06 0.01 -0.03
O -1.36311 0.53493 4.44507 0.06 0.04 0.02
O 0.65187 1.46170 4.05696 -0.24 -0.17 -0.04
O -0.29698 0.16258 2.48845 0.14 -0.16 -0.10
H 0.34329 1.72325 4.93198 0.09 0.07 0.02
```
Positions in Å, forces in eV/Å.

Output
* total energy: -1133.00104 a.u.
* highest occupied orbital energy: -0.1774 hartree
* total charge: -1
* LUMO level: 0.0943 Eh

Atom charges from the Löwdin analysis, given in e for atoms 1 to 8: atom 1 (C): -0.027, atom 2 (C): -0.399, atom 3 (F): -0.017, atom 4 (C): 0.000, atom 5 (B): -0.517, atom 6 (O): 0.249, atom 7 (B): -0.355, atom 8 (O): 0.251

---

No. 6
The following is a DFT calculation (ωB97M-V/def2-TZVPD) of a 2-piece molecular cluster, C4H4N4S2 overall.

```
14
Properties=species:S:1:pos:R:3:forces:R:3
C 0.96732 -0.84585 0.21389 1.26 -0.97 0.36
C -1.66963 1.74378 0.13259 -0.55 2.20 0.56
C 0.15180 0.15200 0.03416 -1.37 1.02 -0.27
C -1.15110 0.44903 -0.02079 1.41 -0.46 -0.06
N 1.91560 -1.54010 0.43912 -0.90 -0.69 -0.12
N -2.16479 2.73516 0.47123 0.32 -0.79 -0.66
N 3.50909 -0.44368 0.30825 0.35 -0.21 -1.76
N -3.77651 -0.43854 -0.44896 -1.65 1.79 -2.89
S 3.32600 1.15277 0.14094 -0.36 0.64 0.74
S -2.36725 -0.77857 0.27714 1.04 -1.88 1.09
H 3.60422 -0.83499 -0.63949 0.32 -0.50 1.07
H 3.95730 -0.98399 1.05782 -0.31 0.68 -0.25
H -4.09840 0.54298 -0.28780 0.08 -1.19 -0.02
H -3.84349 -0.63912 -1.50382 0.36 0.37 2.18
```
Positions in Å, forces in eV/Å.

Output
* total energy: -1170.01713 a.u.
* highest occupied orbital energy (spin up / spin down): -0.3191 / -0.3191 hartree
* ΔE to the lowest compared entry with this formula, charge and spin: 60.5 kcal per mole
* LUMO level (spin up / spin down): -0.0563 / -0.0562 Eh

Atom charges from the Löwdin analysis, given in e for atoms 1 to 8: atom 1 (C): -0.289, atom 2 (C): -0.276, atom 3 (C): -0.046, atom 4 (C): -0.568, atom 5 (N): 0.111, atom 6 (N): 0.176, atom 7 (N): -0.519, atom 8 (N): -0.395